Density functional theory data (wB97M-V/def2-TZVPD) for a cluster of 2 separate species, C2H3N4 in total at a distorted geometry.

Geometry (Å):
C 0.28 -1.62 0.02
C -0.31 -0.32 -0.25
N 2.28 -0.17 -0.64
N 0.56 -2.66 0.40
N 3.26 -0.03 -0.02
N 4.31 0.19 0.49
H -1.27 -0.25 0.38
H 0.54 0.19 0.24
H -0.33 0.09 -1.31

The net charge is -1. As for the lowest unoccupied orbital energy: 0.1477 Ha. The frontier orbital gap comes out at 6.89 eV. The value obtained for the energy above the lowest of the compared OMol25 structures with the same formula, charge and spin is 37.8 kcal/mol.